No. 1
This record from the Open Molecules 2025 dataset describes a molecular structure, C30H44BrCoN3P2 at a distorted geometry. The level of theory is the ωB97M-V functional and the def2-TZVPD basis.

Values from the calculation:
electronic energy: -162521.567 eV
charge: +2
gap between HOMO and LUMO (alpha / beta): 6.97 / 3.84 eV
expectation value of S²: 3.776
relative energy (zero: lowest compared OMol25 entry of this formula, charge and spin): 0.0 kJ/mol
spin multiplicity: 4

Element x y z (Å)
C -0.3077 6.8633 -3.3599
C -0.5543 5.4910 -3.6238
C -0.7849 5.1837 -4.9804
C -0.8314 6.1952 -5.9620
N -0.6315 7.4696 -5.6435
C -0.3678 7.8255 -4.3865
C -0.5398 4.4858 -2.5658
C -0.3143 3.8011 -1.5718
C 0.1328 2.8766 -0.6168
C 1.1384 3.0540 0.3506
C 1.6755 1.9638 1.0367
C 1.3065 0.6329 0.6902
C 0.2612 0.5022 -0.2864
C -0.4265 1.6152 -0.7887
Co -0.7719 -0.2818 1.0799
P 2.1356 -1.0408 1.0416
H -0.9451 4.1647 -5.3159
H -0.0791 7.2181 -2.3631
H -1.0390 5.9639 -7.0184
H -0.2058 8.8913 -4.1844
H -1.3269 1.5150 -1.3924
H 1.5695 4.0313 0.5250
H -0.0752 -0.5233 -0.5613
H 2.3392 2.1361 1.8850
C 2.0997 -2.7154 1.8905
C 3.1674 -3.7392 1.4448
H 1.1024 -3.1795 1.8451
H 2.2542 -2.4633 2.9457
H 3.1282 -4.6370 2.0823
H 3.0339 -4.0947 0.4110
H 4.1853 -3.3384 1.5363
C 2.4780 -1.3972 -0.7198
C 3.3609 -0.3339 -1.3653
H 1.5282 -1.4525 -1.2797
H 2.9432 -2.3863 -0.7656
H 3.4260 -0.5226 -2.4386
H 2.9609 0.6763 -1.2478
H 4.3737 -0.3598 -0.9587
C 3.6471 -0.2349 1.6943
C 4.9369 -0.9972 1.8262
H 3.3250 0.1051 2.6896
H 3.7846 0.6541 1.0779
H 5.7089 -0.2663 2.0991
H 4.8997 -1.7375 2.6346
H 5.2515 -1.4716 0.8891
Br 1.1340 0.2581 3.4905
P -1.8562 -2.9110 -0.8809
C -0.0998 -3.4854 -0.8861
C 0.0720 -4.9420 -1.3259
H 0.3811 -3.2995 0.0905
H 0.4049 -2.8372 -1.6143
H 1.1208 -5.1557 -1.5563
H -0.2565 -5.6533 -0.5619
H -0.5127 -5.1196 -2.2338
C -2.4226 -2.6921 0.8314
C -3.7724 -3.3407 1.1815
H -2.4389 -1.5780 1.0032
H -1.6338 -3.1075 1.4903
H -3.9421 -3.2984 2.2578
H -4.6015 -2.8335 0.6919
H -3.7842 -4.3897 0.8839
C -2.0047 -1.3793 -1.8817
C -2.5419 -1.5662 -3.3054
H -1.0313 -0.8632 -1.9577
H -2.6830 -0.7096 -1.3185
H -2.8918 -0.6040 -3.6843
H -1.7634 -1.9250 -3.9768
H -3.3709 -2.2677 -3.3023
N -2.0316 -1.6366 3.8042
C -2.4719 -0.3604 3.5881
C -3.4568 0.2377 4.4003
C -3.6133 1.6266 4.3458
C -2.8577 2.3394 3.4419
C -1.9970 1.7125 2.5712
N -1.9235 0.3472 2.5799
H -1.0378 -1.8282 3.7551
H -2.5824 -2.2174 4.4199
H -3.9602 -0.4024 5.1108
H -4.3076 2.1164 5.0196
H -2.8861 3.4131 3.3926
H -1.3321 2.2101 1.8566

Forces on the atoms, in the same order (eV/Å):
C -0.1143 0.1273 0.0632
C -0.1279 0.7672 -0.8079
C -0.2345 -0.0878 -0.2943
C 0.2356 -0.2535 1.1339
N -0.0645 0.5355 -0.4541
C -0.0720 -1.3716 0.2007
C 0.9205 -0.0546 1.1885
C -0.4369 2.3889 -2.0224
C -0.2377 -0.7199 0.0685
C 0.4212 -0.6617 -0.1059
C -0.2341 -0.3737 0.2363
C -1.3843 -0.4453 -1.6921
C 0.8553 1.1662 0.3441
C 0.2295 -0.8323 -0.1909
Co -0.9674 -0.3579 2.4055
P 2.4546 2.1876 -0.0359
H -0.0328 -0.0055 0.2336
H -0.0780 -0.2094 0.0939
H 0.1462 0.0865 0.6302
H -0.0465 -0.5172 -0.0644
H 0.3625 -0.0560 -0.1262
H -0.1765 0.0404 0.0564
H 0.4159 -0.0609 -0.3215
H -0.0308 -0.0119 -0.5361
C -0.8936 -0.1541 0.7743
C 0.3024 0.1046 -0.5506
H 0.2091 0.2694 0.0772
H -0.1001 0.1343 -0.1492
H -0.2429 0.4609 -0.0328
H -0.0217 0.1633 0.3364
H -0.4409 -0.1714 -0.1179
C -0.1801 -0.2689 -0.1923
C 0.2327 0.0254 -0.2944
H 0.5771 0.0112 0.3254
H -0.0118 0.1442 -0.1643
H 0.0665 -0.0191 0.0676
H 0.0426 -0.1332 0.0424
H -0.1073 0.0487 -0.0872
C 0.0511 -0.1035 0.3599
C 0.6445 -0.1244 0.0211
H 0.2976 -0.0421 -0.5155
H 0.0510 -0.1609 -0.0440
H -0.0639 -0.2767 -0.0493
H 0.0583 0.1422 -0.2509
H 0.0346 -0.0134 0.2273
Br -0.9286 -0.9930 0.9939
P 1.2696 0.6104 0.2549
C 0.0151 -0.0441 -0.3479
C -0.1397 -0.2999 -0.1137
H -0.5313 -0.0256 -0.3769
H -0.2966 -0.2240 0.0794
H -0.1821 0.1038 0.0880
H 0.0092 0.1510 -0.1065
H 0.1696 -0.1306 0.0981
C 0.1269 0.2428 0.5922
C -0.0341 0.1226 -0.0623
H -0.3292 -0.7645 -0.0257
H -0.3103 0.1389 -0.4468
H 0.1043 0.0845 -0.0958
H -0.0129 -0.0069 -0.0485
H 0.0131 0.0369 0.0111
C -0.3507 0.5534 -0.1498
C -0.0598 -0.1213 0.0398
H -0.4297 -0.5023 0.0916
H 0.2104 -0.3380 -0.1046
H 0.0211 -0.1264 0.0314
H -0.0579 -0.1071 0.0067
H -0.1350 0.0157 -0.2358
N -0.3734 -0.6759 -0.6700
C -0.3978 1.1667 -0.0049
C 0.5396 0.5385 -0.1064
C -0.4738 -1.7423 0.2031
C 0.9869 1.1599 -0.8440
C -0.8138 -1.2994 0.4853
N 0.6260 0.1392 0.1247
H -0.1355 0.3210 0.1504
H 0.3200 0.1840 0.1412
H -0.1032 0.2492 0.2038
H 0.0841 -0.0044 -0.1104
H -0.1737 0.2475 0.1900
H -0.5351 0.0227 0.2781

=====

No. 2
This record from the Open Molecules 2025 dataset describes C5H8N2O in the gas phase at a distorted geometry. The level of theory is the ωB97M-V functional and the def2-TZVPD basis.

Values from the calculation:
electronic energy: -10340.327 eV
SMILES: [H]/N=C\N1[C@H](C=O)[C@@H]1C
gap between HOMO and LUMO: 9.82 eV
relative energy (zero: lowest compared OMol25 entry of this formula, charge and spin): 231.5 kJ/mol
spin multiplicity: 1

Element x y z (Å)
H -0.3667 -1.3569 -2.3549
N 0.6077 -1.0153 -2.3885
C 1.0507 -0.8253 -1.2025
N 0.4212 -1.0732 0.0166
C -0.9141 -0.7005 0.4690
C -1.7391 0.2233 -0.3326
O -1.2951 1.0354 -1.1303
C 0.3226 -0.1307 1.1082
C 0.8112 1.3039 1.0231
H 2.0235 -0.3756 -1.0376
H -1.4115 -1.5674 0.9192
H -2.8383 0.2615 -0.1520
H 0.5814 -0.6300 2.0426
H 0.4617 1.6962 0.0783
H 0.3912 1.8371 1.8788
H 1.8935 1.3174 1.0628

Forces on the atoms, in the same order (eV/Å):
H 0.4881 0.1182 -0.0325
N 0.1118 -0.1952 1.2292
C -1.0281 0.6129 -0.9892
N 0.0405 0.3237 0.1884
C -0.0189 -0.8321 -0.6339
C -0.3769 1.6194 -0.9442
O -0.1933 -0.9714 0.7160
C 1.1012 -0.7609 0.6976
C -0.8777 -0.9352 -0.1083
H 0.3182 -0.2012 -0.2395
H -0.1393 0.6763 0.1162
H 0.3184 -0.4840 0.1701
H -0.1537 0.2207 0.0428
H 0.0806 0.5506 -0.0692
H 0.1499 0.2030 -0.2100
H 0.1789 0.0552 0.0666

=====

No. 3
This record from the Open Molecules 2025 dataset describes 2 unconnected molecules or ions with the total composition C3H3NO2 at a distorted geometry. The level of theory is the ωB97M-V functional and the def2-TZVPD basis.

Values from the calculation:
electronic energy: -8740.159 eV
SMILES: C#[N+][O-].C=C=O
gap between HOMO and LUMO: 10.05 eV
relative energy (zero: lowest compared OMol25 entry of this formula, charge and spin): 479.7 kJ/mol
spin multiplicity: 1

Element x y z (Å)
C 2.9718 0.1618 0.6762
N 2.0905 0.4788 -0.0376
O 1.1728 0.8801 -0.6432
H 3.4952 -0.7245 0.8521
C -2.3773 0.1101 -0.2741
C -1.2395 -0.4576 0.0253
O -0.3157 -1.0931 0.2846
H -2.7651 0.0007 -1.2873
H -3.0328 0.6436 0.4040

Forces on the atoms, in the same order (eV/Å):
C -1.3045 0.7663 -1.1504
N 1.3731 -0.7048 1.5109
O -0.6571 0.9515 -0.9397
H 0.7914 -0.7184 0.4312
C -0.7299 0.3639 -0.6003
C -1.0975 -0.2846 0.0868
O 0.6654 -0.2500 0.2614
H 0.4083 -0.0248 0.2016
H 0.5509 -0.0991 0.1987

=====

No. 4
This record from the Open Molecules 2025 dataset describes 7 unconnected molecules or ions with the total composition H13O6S. The level of theory is the ωB97M-V functional and the def2-TZVPD basis.

Values from the calculation:
electronic energy: -23333.799 eV
charge: -1
gap between HOMO and LUMO: 7.95 eV
relative energy (zero: lowest compared OMol25 entry of this formula, charge and spin): 62.8 kJ/mol
spin multiplicity: 1

Element x y z (Å)
S 1.8711 1.8410 -0.3187
H 3.1877 1.9527 -0.5157
H 2.2107 -0.3432 -0.0746
H 3.0207 -1.5339 -0.6874
O 2.4449 -1.3198 0.0568
H 0.1188 1.4899 2.9044
H 1.0414 0.4888 2.2360
O 0.6469 0.6912 3.0937
H 1.0079 -2.5710 -0.5029
H -0.2709 -2.3135 -1.1810
O 0.1494 -2.9916 -0.6286
H -3.2652 -1.0931 -1.4313
H -3.9997 -2.1871 -2.0762
O -4.1468 -1.3142 -1.7126
H -0.0897 2.2384 0.9549
H -0.8620 3.4848 0.8913
O -0.9410 2.5992 1.2285
H -0.0716 0.6725 -0.9384
H -1.1199 -0.0441 -0.1957
O -0.9329 0.2530 -1.1024

Forces on the atoms, in the same order (eV/Å):
S -0.2541 -0.1114 -0.0029
H 0.0554 -0.0249 0.0844
H 0.2773 -0.7806 0.0933
H -0.0172 0.2172 0.1224
O -0.1846 0.5517 -0.3247
H 0.2491 -0.4347 0.1393
H 0.2257 0.0334 -0.0085
O -0.4258 0.4312 -0.1014
H 0.4373 0.1572 0.5590
H -0.1423 -0.2163 0.1753
O -0.3859 0.2442 -0.6248
H 0.6583 0.6537 0.2864
H -0.2540 -0.3344 -0.1939
O -0.3473 -0.2459 -0.1260
H 0.4068 -0.1898 -0.1710
H -0.1341 0.6375 -0.1871
O -0.1510 -0.3444 0.4131
H 0.2905 0.1884 -0.6068
H -0.2624 0.0555 -0.3231
O -0.0418 -0.4878 0.7972